The following is a DFT calculation (ωB97M-V/def2-TZVPD) of 17 unconnected molecules or ions with the total composition C68H136O34S17.

ΔE to the lowest compared entry with this formula, charge and spin	96.7	kJ/mol
HOMO	-9.69	eV
E	-326525.2757	eV

Structure (XYZ):
```
255
Properties=species:S:1:pos:R:3:lowdin_charge:R:1
S -12.11 33.27 -16.60 0.716
S -11.48 40.06 -8.15 0.693
S -15.84 38.30 -5.49 0.715
S -22.18 33.89 -13.38 0.722
S -12.02 34.87 -4.47 0.703
S -21.57 42.87 -12.20 0.689
S -9.34 35.10 -12.01 0.710
S -16.32 29.09 -10.97 0.709
S -18.51 38.02 -17.18 0.758
S -21.82 38.71 -9.34 0.700
S -12.27 38.54 -16.60 0.718
S -19.33 33.98 -16.65 0.735
S -10.87 29.04 -13.11 0.748
S -16.80 36.37 -11.53 0.723
S -19.87 33.20 -9.45 0.736
S -15.41 41.13 -12.05 0.698
S -13.96 31.51 -7.73 0.739
O -13.45 34.75 -4.29 -0.328
O -11.10 33.79 -4.14 -0.341
O -11.04 38.60 -17.38 -0.349
O -8.77 33.76 -12.18 -0.329
O -22.16 44.16 -12.45 -0.323
O -9.15 36.11 -13.04 -0.345
O -17.28 28.85 -9.90 -0.339
O -13.20 32.50 -8.48 -0.358
O -11.09 32.56 -17.41 -0.337
O -10.74 27.59 -13.28 -0.346
O -11.64 33.94 -15.41 -0.351
O -19.90 38.49 -17.05 -0.356
O -15.44 31.42 -7.77 -0.359
O -22.93 33.61 -12.15 -0.333
O -17.26 38.60 -5.23 -0.350
O -15.21 41.48 -13.43 -0.314
O -14.96 28.56 -10.92 -0.350
O -18.10 36.89 -17.97 -0.339
O -11.34 29.94 -14.20 -0.366
O -21.93 32.87 -14.39 -0.357
O -13.56 38.23 -17.19 -0.341
O -19.33 32.98 -10.80 -0.355
O -17.13 35.92 -10.16 -0.340
O -18.36 34.31 -15.60 -0.363
O -20.41 42.81 -11.32 -0.351
O -17.55 37.47 -12.09 -0.333
O -11.79 40.49 -6.78 -0.342
O -20.67 34.44 -9.33 -0.347
O -22.18 38.31 -10.69 -0.329
O -14.83 38.43 -4.44 -0.352
O -20.60 34.63 -16.81 -0.319
O -22.59 39.84 -8.80 -0.349
O -11.98 38.74 -8.62 -0.361
O -14.83 39.93 -11.50 -0.343
C -17.27 39.41 -17.32 -0.185
C -17.06 28.87 -12.63 -0.212
C -10.92 34.83 -9.92 -0.192
C -19.64 32.14 -16.61 -0.202
C -9.22 29.77 -12.60 -0.187
C -18.31 32.44 -18.79 -0.183
C -20.14 39.19 -9.17 -0.212
C -14.77 32.74 -16.70 -0.213
C -14.98 36.94 -7.70 -0.199
C -15.18 42.52 -10.79 -0.183
C -23.41 41.07 -12.80 -0.218
C -17.40 30.26 -13.22 -0.155
C -8.65 35.89 -10.50 -0.203
C -22.23 40.62 -13.64 -0.201
C -11.83 37.37 -15.13 -0.171
C -9.70 35.69 -9.36 -0.175
C -11.99 29.73 -6.85 -0.207
C -9.33 30.21 -11.13 -0.185
C -14.55 34.28 -17.08 -0.173
C -20.70 31.75 -8.70 -0.204
C -16.29 31.20 -12.58 -0.204
C -18.00 37.71 -15.36 -0.179
C -11.94 38.18 -13.82 -0.188
C -13.54 32.22 -16.04 -0.215
C -15.37 39.28 -6.99 -0.186
C -15.48 38.29 -8.23 -0.192
C -15.59 36.64 -6.27 -0.158
C -20.66 36.04 -13.68 -0.224
C -10.52 37.12 -4.28 -0.270
C -11.41 36.25 -3.47 -0.230
C -16.25 30.92 -11.07 -0.197
C -15.49 34.58 -13.09 -0.181
C -11.72 29.49 -11.55 -0.233
C -16.56 38.24 -15.27 -0.228
C -22.88 35.29 -14.37 -0.184
C -14.59 35.87 -12.91 -0.183
C -16.59 39.57 -15.98 -0.245
C -10.88 37.03 -5.71 -0.179
C -20.29 37.25 -7.50 -0.184
C -16.19 42.26 -9.70 -0.210
C -13.46 31.56 -5.90 -0.178
C -22.13 36.54 -13.84 -0.189
C -19.77 31.20 -7.59 -0.182
C -10.85 30.55 -10.87 -0.214
C -12.17 41.40 -9.24 -0.207
C -9.70 40.30 -8.56 -0.185
C -12.36 40.01 -15.46 -0.198
C -9.75 41.79 -9.13 -0.190
C -11.07 35.15 -11.41 -0.207
C -18.35 33.94 -18.31 -0.157
C -21.35 41.89 -13.78 -0.179
C -15.02 36.70 -11.67 -0.197
C -11.46 35.55 -6.08 -0.147
C -22.91 41.85 -11.57 -0.216
C -10.98 41.93 -10.16 -0.145
C -18.54 33.21 -8.17 -0.207
C -17.18 41.10 -11.68 -0.213
C -21.66 37.27 -8.19 -0.199
C -18.61 31.57 -17.57 -0.250
C -20.60 34.71 -12.91 -0.193
C -16.93 34.92 -12.69 -0.176
C -19.03 32.38 -6.93 -0.168
C -13.07 34.41 -17.62 -0.190
C -17.47 41.91 -10.44 -0.216
C -12.79 39.47 -14.08 -0.209
C -12.31 30.56 -5.63 -0.200
C -13.12 29.86 -7.88 -0.207
C -19.43 37.93 -8.58 -0.208
H -9.56 36.62 -4.16 0.115
H -15.04 33.87 -12.41 0.104
H -11.56 37.86 -5.90 0.093
H -9.01 29.49 -10.38 0.107
H -14.32 31.21 -5.33 0.095
H -20.17 36.15 -14.64 0.069
H -18.64 38.39 -14.79 0.095
H -17.70 40.28 -17.82 0.105
H -17.24 31.15 -10.70 0.077
H -14.68 37.73 -11.65 0.073
H -12.92 40.78 -15.99 0.098
H -8.81 42.08 -9.59 0.106
H -22.54 37.31 -7.54 0.102
H -15.55 39.80 -16.22 0.095
H -18.43 38.15 -8.20 0.087
H -17.97 42.83 -10.76 0.104
H -17.33 32.26 -19.24 0.103
H -20.25 37.91 -6.62 0.111
H -12.98 40.81 -9.69 0.060
H -12.58 42.14 -8.55 0.102
H -23.91 40.21 -12.35 0.112
H -20.08 36.81 -13.17 0.096
H -10.90 36.83 -15.34 0.093
H -12.94 29.70 -8.94 0.074
H -12.47 37.55 -13.11 0.069
H -18.88 30.58 -17.94 0.115
H -7.60 35.66 -10.35 0.102
H -11.84 28.67 -6.67 0.119
H -15.33 34.14 -14.07 0.089
H -16.02 40.16 -6.99 0.082
H -17.66 41.41 -12.60 0.100
H -20.97 31.15 -9.58 0.102
H -15.50 43.39 -11.35 0.111
H -19.65 33.09 -6.39 0.110
H -12.80 29.63 -11.60 0.079
H -20.57 34.98 -11.86 0.079
H -11.07 30.05 -7.36 0.103
H -12.64 40.16 -13.26 0.094
H -15.01 32.25 -17.65 0.112
H -15.34 30.95 -13.03 0.109
H -9.96 37.21 -6.26 0.105
H -10.27 38.10 -3.88 0.134
H -13.54 35.61 -12.78 0.083
H -19.27 37.17 -9.35 0.093
H -20.30 41.75 -14.02 0.087
H -12.48 36.51 -15.26 0.058
H -19.78 34.01 -13.06 0.075
H -23.68 42.46 -11.10 0.113
H -21.80 36.37 -8.79 0.074
H -12.29 36.88 -3.36 0.101
H -17.46 34.13 -12.16 0.077
H -18.78 34.74 -18.90 0.081
H -13.90 36.99 -7.57 0.084
H -16.47 38.06 -8.62 0.078
H -24.16 41.63 -13.36 0.118
H -20.39 30.64 -6.89 0.117
H -21.65 32.15 -8.34 0.100
H -9.40 39.60 -9.34 0.091
H -22.39 40.13 -14.60 0.113
H -16.49 32.20 -12.96 0.078
H -10.76 41.37 -11.07 0.103
H -16.28 43.07 -8.98 0.128
H -10.08 36.68 -9.10 0.079
H -10.73 34.85 -6.49 0.086
H -15.24 36.13 -8.38 0.091
H -11.57 28.67 -10.84 0.100
H -10.91 33.76 -9.71 0.098
H -9.15 40.15 -7.63 0.098
H -12.63 35.40 -17.56 0.090
H -11.48 31.13 -5.21 0.104
H -23.97 35.26 -14.27 0.099
H -16.50 39.04 -18.01 0.098
H -15.60 32.78 -16.00 0.090
H -18.17 41.43 -9.76 0.108
H -18.19 32.11 -6.29 0.111
H -21.75 39.81 -13.10 0.097
H -13.15 34.00 -18.63 0.108
H -16.90 40.37 -15.31 0.109
H -19.00 32.20 -19.60 0.108
H -19.96 36.30 -7.08 0.108
H -16.22 38.41 -14.25 0.096
H -15.86 37.64 -15.85 0.104
H -11.61 34.43 -12.01 0.102
H -20.25 39.93 -8.38 0.109
H -22.61 41.13 -10.80 0.065
H -11.00 30.59 -9.79 0.087
H -9.18 30.64 -13.24 0.092
H -14.71 36.47 -13.81 0.092
H -18.35 34.27 -8.04 0.081
H -9.91 42.45 -8.28 0.106
H -13.87 39.33 -14.14 0.079
H -22.47 36.98 -12.91 0.090
H -17.66 31.40 -17.06 0.090
H -17.66 32.76 -8.65 0.080
H -18.22 36.71 -14.98 0.049
H -8.68 31.06 -10.90 0.101
H -10.99 38.42 -13.34 0.110
H -17.37 34.31 -17.98 0.052
H -14.57 36.29 -10.77 0.092
H -14.81 34.87 -16.20 0.089
H -12.27 35.45 -6.81 0.075
H -15.27 34.58 -17.83 0.093
H -21.73 42.65 -14.47 0.092
H -11.16 31.47 -11.36 0.105
H -13.93 29.20 -7.57 0.106
H -20.60 31.91 -17.09 0.105
H -14.93 36.12 -5.58 0.064
H -11.34 40.41 -15.43 0.098
H -15.45 31.29 -10.43 0.085
H -13.61 32.32 -14.96 0.088
H -15.95 41.39 -9.09 0.094
H -14.40 39.77 -6.90 0.075
H -19.87 31.75 -15.62 0.091
H -13.34 32.55 -5.46 0.058
H -11.80 35.17 -9.36 0.093
H -11.01 36.07 -2.47 0.121
H -13.24 31.18 -16.18 0.101
H -22.64 35.19 -15.42 0.084
H -8.59 36.91 -10.89 0.078
H -19.13 30.58 -8.21 0.109
H -9.24 35.43 -8.41 0.098
H -14.95 38.77 -9.05 0.087
H -11.10 42.98 -10.41 0.105
H -17.87 28.17 -12.41 0.095
H -17.54 35.23 -13.54 0.066
H -14.14 42.54 -10.47 0.070
H -11.41 36.18 -11.51 0.093
H -19.70 39.50 -10.11 0.102
H -17.47 40.05 -11.64 0.085
H -16.37 28.27 -13.24 0.102
H -8.43 29.11 -12.94 0.100
H -18.43 30.44 -12.92 0.116
H -16.61 36.29 -6.39 0.089
H -17.22 30.27 -14.30 0.105
H -12.59 29.91 -4.81 0.115
H -22.22 37.42 -14.47 0.104
```

The following is a DFT calculation (ωB97M-V/def2-TZVPD) of a molecular structure, C7H23AgN3O5.

HOMO (spin up / spin down)	-9.34 / -8.51	eV
spin multiplicity	2
E	-26334.1975	eV

Structure (XYZ):
```
39
Properties=species:S:1:pos:R:3:lowdin_charge:R:1
Ag -22.78 22.85 -15.07 0.804
O -20.66 25.28 -15.14 -0.108
O -20.83 21.83 -14.33 -0.283
O -23.75 22.58 -17.23 -0.353
O -23.14 25.12 -15.95 -0.179
O -26.00 19.24 -14.34 0.044
N -25.20 20.33 -16.03 0.153
N -25.93 21.51 -14.32 0.153
N -23.35 22.59 -12.73 0.005
C -19.89 24.87 -16.23 -0.363
C -18.45 25.29 -16.08 -0.085
C -25.76 20.30 -14.85 -0.793
C -21.20 21.28 -13.02 -0.153
C -22.02 21.96 -10.75 -0.062
C -20.23 20.92 -15.24 -0.105
C -21.94 22.37 -12.26 -0.382
H -26.09 21.65 -13.33 0.104
H -20.08 23.79 -16.19 0.086
H -22.30 22.73 -10.03 0.081
H -22.69 21.11 -10.66 0.081
H -24.86 19.42 -16.32 0.128
H -18.33 26.37 -16.17 0.081
H -24.47 21.97 -17.45 -0.069
H -24.78 21.21 -16.29 0.009
H -17.96 24.78 -15.25 0.070
H -21.42 23.33 -12.20 0.146
H -21.78 20.35 -13.08 0.137
H -20.18 25.17 -17.23 0.117
H -23.69 23.32 -12.12 0.082
H -21.02 21.67 -10.45 0.076
H -20.41 21.13 -16.30 0.093
H -17.92 24.76 -16.88 0.070
H -25.83 22.31 -14.92 0.096
H -21.60 25.15 -15.33 -0.038
H -20.24 21.05 -12.57 0.131
H -20.70 19.93 -15.24 0.084
H -19.20 20.68 -14.99 0.094
H -23.62 25.25 -15.11 -0.012
H -23.98 21.84 -12.45 0.062
```